1.
Below is CH3N5 in the gas phase, with properties calculated with ωB97M-V with the def2-TZVPD basis set.

Each line ends with the natural charge from an NBO analysis.
Element x y z (Å)
N  0.90  0.36  -1.40  -0.815
C  0.03  0.06  -0.39  0.424
N  0.30  0.49  0.83  -0.332
N  -0.59  -0.20  1.53  -0.160
N  -1.38  -0.97  0.83  -0.026
N  -1.02  -0.80  -0.43  -0.309
H  1.60  1.04  -1.14  0.401
H  0.69  0.25  -2.37  0.405
H  -0.52  -0.22  2.54  0.411

Computed properties:
Energy above the lowest of the compared OMol25 structures with the same formula, charge and spin (kcal/mol): 2.09
SMILES string: Nc1nn[nH]n1
HOMO (eV): -9.10
Max |F| (eV/Å): 0.4
Gap between HOMO and LUMO (eV): 10.243

2.
Below is CH3N5 in the gas phase in a non-equilibrium geometry, with properties calculated with ωB97M-V with the def2-TZVPD basis set.

Each line ends with the natural charge from an NBO analysis.
Element x y z (Å)
C  0.74  0.30  -0.21  0.467
H  2.52  -0.46  -0.37  0.353
H  -2.06  -0.61  0.66  0.351
H  -0.05  -1.27  0.80  0.409
N  2.04  0.46  -0.13  -0.638
N  -0.21  1.47  -0.06  -0.176
N  -1.39  1.15  -0.12  0.021
N  -1.45  -0.34  -0.41  -0.286
N  -0.15  -0.70  -0.15  -0.500

Computed properties:
Energy above the lowest of the compared OMol25 structures with the same formula, charge and spin (kcal/mol): 80.04
SMILES string: [H]/N=c1/nn[nH][nH]1
HOMO (eV): -9.71
Max |F| (eV/Å): 6.2
Gap between HOMO and LUMO (eV): 9.614

3.
Below is CH3N5 in the gas phase in a non-equilibrium geometry, with properties calculated with ωB97M-V with the def2-TZVPD basis set.

Each line ends with the natural charge from an NBO analysis.
Element x y z (Å)
N  -1.65  0.01  0.50  -0.795
C  -0.61  0.25  -0.32  0.466
N  0.47  -0.43  -0.80  -0.277
N  1.75  -0.19  0.14  -0.145
N  2.18  0.87  0.38  -0.143
N  -0.02  1.01  -1.12  -0.255
H  -1.83  -0.98  0.61  0.405
H  -2.46  0.59  0.32  0.408
H  2.16  -1.13  0.30  0.335

Computed properties:
Energy above the lowest of the compared OMol25 structures with the same formula, charge and spin (kcal/mol): 96.51
HOMO (eV): -8.32
Max |F| (eV/Å): 1.0
Gap between HOMO and LUMO (eV): 8.960

4.
Below is CH3N5O in the gas phase in a non-equilibrium geometry, with properties calculated with ωB97M-V with the def2-TZVPD basis set.

Each line ends with the natural charge from an NBO analysis.
Element x y z (Å)
C  -0.28  -0.05  -1.00  0.592
H  -0.20  -0.98  1.83  0.384
H  1.43  -0.16  1.78  0.398
H  0.76  -1.69  -1.09  0.506
N  0.63  -0.57  1.23  -0.667
N  0.06  0.28  0.31  -0.115
N  -0.46  1.51  0.60  -0.079
N  -1.02  1.91  -0.52  -0.043
N  -0.94  0.93  -1.45  -0.347
O  0.03  -1.18  -1.69  -0.628

Computed properties:
Energy above the lowest of the compared OMol25 structures with the same formula, charge and spin (kcal/mol): 23.10
SMILES string: Nn1nnnc1O
HOMO (eV): -10.28
Max |F| (eV/Å): 4.2
Gap between HOMO and LUMO (eV): 10.467